Record 1
This record from the Open Molecules 2025 dataset describes a molecular structure, C2H2N2O2S at a distorted geometry. The level of theory is ωB97M-V with the def2-TZVPD basis set.

Values from the calculation:
total charge = 0
lowest unoccupied orbital energy (alpha / beta) = -1.393 / -1.388 eV
HOMO-LUMO gap (alpha / beta) = 7.14 / 7.25 eV

Cartesian coordinates (Å):
S: 0.3754 2.1175 0.0690
O: -0.0005 -2.4209 0.4837
O: -0.7137 -1.6909 -1.4490
N: 0.0019 0.7645 -0.8152
N: -0.2804 -1.5379 -0.3019
C: 0.6416 1.0610 1.3904
C: -0.2420 -0.2134 0.0844
H: 0.2421 1.2933 2.3630
H: -0.0244 0.6268 -1.8244

Cartesian forces (eV/Å) of the 3 atoms listed first:
S -0.155 -0.240 -0.340
O 0.028 0.154 -0.113
O 0.124 -0.255 -0.059

***

Record 2
This record from the Open Molecules 2025 dataset describes a molecular structure, C15H32CaNO8S at a distorted geometry. The level of theory is ωB97M-V with the def2-TZVPD basis set.

Values from the calculation:
total charge = -1
lowest unoccupied orbital energy = 2.240 eV
HOMO-LUMO gap = 6.01 eV

Cartesian coordinates (Å):
Ca: 0.0838 -0.5423 -0.4637
S: -1.0396 1.0829 2.5065
O: 1.2555 -1.1193 -2.4584
O: 1.9493 0.8342 -0.0584
O: 2.9181 0.0666 -3.4044
O: -0.9964 -0.0661 1.6218
O: -1.2635 -2.1870 -1.3592
O: -0.0471 1.7971 -2.3407
O: -1.6437 0.8465 -1.1808
O: -0.3349 0.9620 3.7649
N: 0.7151 -2.4281 0.8544
C: -0.3457 -3.3934 0.4756
C: -0.7314 -3.4247 -0.9887
C: -1.9602 -2.2044 -2.5940
C: -2.6221 3.0679 3.1416
C: 2.2380 -0.9494 -3.2537
C: -2.1879 2.7728 -2.5516
C: 4.0463 1.8275 0.5682
C: -0.5641 2.6696 1.7118
C: -1.5647 -3.1008 1.3927
C: -1.2426 1.6836 -2.0666
C: -1.6442 3.7099 2.1299
C: 3.1909 -0.2909 1.7316
C: 2.6226 -2.2051 -4.0812
C: -2.7301 1.6070 2.8065
C: 2.8023 1.0189 0.9858
H: -3.1043 1.5200 1.7733
H: -2.2617 3.1448 4.1708
H: -3.2699 0.8940 3.4202
H: 1.6270 -2.6056 0.4482
H: 0.4779 2.9608 1.8243
H: -0.5954 2.4225 0.6433
H: -2.1866 3.9636 1.2221
H: -3.6219 3.5007 3.1014
H: 4.8976 1.8008 1.2532
H: -1.1639 4.5760 2.5724
H: -0.0513 -4.4008 0.8036
H: -2.6337 -3.0631 -2.6617
H: -2.8655 3.1251 -1.7583
H: 2.6179 -3.0598 -3.4026
H: -2.1943 -2.3739 0.8693
H: 3.7210 2.8582 0.3888
H: 4.0840 -0.1088 2.3379
H: -1.2524 -2.1289 -3.4216
H: -1.7341 3.7194 -2.8495
H: 2.3247 1.6474 1.7681
H: -2.1872 -3.9866 1.5122
H: 0.2151 -3.6669 -1.4968
H: 2.3537 -0.6944 2.3030
H: 1.9133 -2.3235 -4.9024
H: -1.4218 -4.2673 -1.1072
H: -2.8743 2.4712 -3.3486
H: -2.5926 -1.3151 -2.6123
H: -1.2942 -2.6119 2.3246
H: 0.6833 -2.4257 1.8609
H: 3.6206 -2.0922 -4.5027
H: 3.4722 -1.0705 1.0116
H: 4.3929 1.5555 -0.4354

Cartesian forces (eV/Å) of the 3 atoms listed first:
Ca 1.951 2.823 -1.628
S 1.085 1.090 0.731
O -0.557 -0.615 0.344

***

Record 3
This record from the Open Molecules 2025 dataset describes 12 unconnected molecules or ions with the total composition H23O12 at a distorted geometry. The level of theory is ωB97M-V with the def2-TZVPD basis set.

Values from the calculation:
total charge = -1
lowest unoccupied orbital energy = 2.857 eV
HOMO-LUMO gap = 9.68 eV

Cartesian coordinates (Å):
O: -3.4565 0.4938 -0.2338
O: -1.6535 2.5338 1.6662
O: 1.1815 1.7038 1.1742
O: 3.0435 -0.9302 -0.5048
O: -1.5755 1.1328 -2.1658
O: 0.7615 0.1298 -3.2758
O: -1.9415 -1.2872 0.9852
O: 0.6105 -0.7382 3.1202
O: -0.3225 3.1998 -0.9488
O: 0.4075 -2.1522 -1.7278
O: 1.4375 -3.4032 1.0152
O: 0.5905 -0.7022 0.4902
H: -2.0775 -1.3582 1.8582
H: -1.7025 1.7678 2.2642
H: 1.5555 0.5688 -2.8678
H: 2.1995 -3.2922 1.5872
H: 2.1375 -0.9082 -0.0498
H: -0.2005 -0.0672 0.0612
H: 3.7145 -0.7432 0.1732
H: 0.6995 -0.5852 -2.6378
H: -2.0175 1.1838 -3.0388
H: -2.8515 0.7218 -1.0738
H: 1.1175 -2.5472 0.6942
H: -0.7795 0.6548 -2.5108
H: 2.1705 1.7828 1.1852
H: -0.7725 2.5758 -1.5138
H: 0.6305 -0.5902 2.1812
H: -0.4635 -2.6202 -1.7168
H: 1.0785 0.6788 1.0052
H: 0.3805 2.8098 -0.3398
H: -3.0155 0.0878 0.4142
H: -1.0205 -1.1592 0.9532
H: 0.4215 -1.6332 -0.9258
H: -0.8515 2.5078 1.2002
H: 0.5645 0.1848 3.5042

Cartesian forces (eV/Å) of the 3 atoms listed first:
O -2.344 3.704 -6.841
O -2.222 -0.139 1.709
O 1.727 -1.036 -0.032

***

Record 4
This record from the Open Molecules 2025 dataset describes a molecular structure, C18H23BeBrN9O4 at a distorted geometry. The level of theory is ωB97M-V with the def2-TZVPD basis set.

Values from the calculation:
total charge = +1
lowest unoccupied orbital energy = -2.455 eV
HOMO-LUMO gap = 8.51 eV

Cartesian coordinates (Å):
Br: 0.0948 -7.1095 -0.6614
O: -0.5288 3.7325 -1.9810
O: 1.2184 -1.7044 0.5488
O: -1.3360 2.1193 -0.5679
O: -0.6378 -0.6489 -0.2044
N: 3.9308 -0.1903 0.4235
N: 3.2274 -1.4527 -1.3849
N: 0.9306 1.4768 0.2723
N: -3.1231 1.0278 3.3203
N: -2.6504 -4.1414 -0.8909
N: 4.1157 0.6155 -1.7447
N: -5.1757 0.6726 1.0590
N: -1.4867 0.7852 1.8640
N: -3.4924 0.0018 -0.2678
C: -0.4415 2.7438 -1.2759
C: -4.6409 0.0718 -1.0124
C: -5.6958 0.4093 -0.1980
C: -2.8415 0.8454 1.9907
C: 0.0693 -4.3083 -0.1266
C: 3.4217 2.8488 -0.5762
C: 0.0510 -1.7266 0.0585
C: -1.9286 1.1535 4.0740
C: -1.9218 -3.0366 -0.6396
C: 4.4292 1.9980 -1.3397
C: -0.9562 0.9930 3.1261
C: -2.0285 -5.2918 -0.6932
C: -3.8070 0.4390 0.9685
C: -0.6917 -5.4188 -0.3886
C: 2.0949 3.2015 -1.1937
C: 0.9807 2.1205 -1.0714
C: -0.5761 -3.0497 -0.2263
C: 3.7005 -0.3236 -0.9100
Be: -0.7355 0.8312 0.3000
H: 5.3716 1.9524 -0.7502
H: -1.8545 1.4045 5.1000
H: -4.5087 -0.1909 -2.1073
H: -4.0356 1.2868 3.6976
H: -6.7075 0.5675 -0.5364
H: 2.4540 -1.9315 -0.8148
H: 3.2547 -1.6741 -2.3908
H: 3.6768 -0.9569 1.0506
H: -2.3990 -2.0900 -0.7639
H: -5.7182 0.6154 1.9120
H: 1.6740 0.7112 0.4137
H: 4.0892 3.7249 -0.3786
H: 0.1121 0.9247 3.3103
H: 4.6993 0.3818 0.7538
H: 1.1211 -4.4323 0.1528
H: 3.7601 0.4280 -2.6910
H: -2.6453 -6.1692 -0.9306
H: 4.7048 2.4643 -2.3192
H: 2.1716 3.2928 -2.2572
H: 1.7008 4.1232 -0.7066
H: 1.0412 1.3756 -1.8612
H: 1.0725 2.1094 1.0393
H: 3.3962 2.3976 0.4264

Cartesian forces (eV/Å) of the 3 atoms listed first:
Br 0.140 -0.131 0.351
O -0.516 -0.743 0.334
O -0.830 0.103 -0.731

***

Record 5
This record from the Open Molecules 2025 dataset describes 2 unconnected molecules or ions with the total composition CH5INP at a distorted geometry. The level of theory is ωB97M-V with the def2-TZVPD basis set.

Values from the calculation:
total charge = 0
lowest unoccupied orbital energy (alpha / beta) = -2.359 / -1.284 eV
HOMO-LUMO gap (alpha / beta) = 6.51 / 8.06 eV

Cartesian coordinates (Å):
I: -1.8921 -1.1683 1.7052
P: -0.8552 0.2886 -1.4248
N: 0.1391 -0.3955 -0.2191
C: 1.2962 0.0344 0.4504
H: -1.4025 1.3739 -0.7133
H: 1.0339 0.7092 1.2076
H: 1.9574 0.4285 -0.3399
H: 1.7473 -0.8297 0.8243
H: -2.0242 -0.4410 -1.4905

Cartesian forces (eV/Å) of the 3 atoms listed first:
I 0.549 0.098 -0.263
P 2.178 0.833 1.082
N -3.400 -1.412 -1.485